A gas-phase ion, C5H7FNO2 (charge -1). Source: the Open Molecules 2025 dataset; level of theory: wB97M-V/def2-TZVPD.

```
16
Properties=species:S:1:pos:R:3:forces:R:3:mulliken_charge:R:1
C -1.75277 -0.05037 0.81005 1.6 1.4 0.6 0.39
C 0.66138 0.96589 0.62136 0.1 -0.5 -0.4 -1.26
C -0.27345 -0.21835 0.28042 -0.7 0.6 -1.3 0.96
C 0.14914 0.82604 -0.76265 -2.1 0.5 2.0 0.76
C 0.23245 -1.64715 0.14180 2.8 0.8 0.6 -1.34
N -0.77398 1.88324 -1.12042 2.3 -0.9 -3.8 -0.73
O -2.08562 1.13577 1.04972 -0.4 0.1 0.0 -0.75
O -2.36922 -1.07241 1.05846 -0.9 -1.6 -0.1 -0.74
F 0.97100 0.33695 -1.74890 -0.1 0.7 -0.3 -0.33
H 0.16029 1.77483 1.16286 0.4 -0.4 0.1 0.26
H 1.71675 0.75395 0.79180 -0.2 0.0 0.1 0.35
H 0.66990 -2.03123 -0.84038 -1.3 0.7 1.0 0.25
H -0.47678 -2.25886 0.65202 -0.6 -0.8 -0.3 0.39
H 1.14585 -1.64884 0.79685 -0.5 -0.4 -0.3 0.26
H -1.42994 1.66516 -1.86026 0.1 -0.4 0.2 0.20
H -1.24855 2.37575 -0.43212 -0.5 0.2 1.9 0.34
```
Positions in Å, forces in eV/Å.

The value obtained for the energy relative to the best compared isomer or geometry (same formula, charge and spin) is 12.8 kcal/mol. As for the SMILES: C[C@@]1(C(=O)[O-])C[C@@]1(N)F. As for the total energy: -499.85076 Ha. Its LUMO energy is 4.074 eV. The calculation puts the orbital gap at 8.27 eV. As for the net charge: -1.